Molecular formula: C18H25N5OS
Method: DFT, the ωB97M-V functional and the def2-TZVPD basis

The calculation puts the LUMO energy at 0.661 eV. As for the SMILES: CCc1nnc(NC(=O)CN2CCN(Cc3ccccc3C)CC2)s1.

XYZ file:
```
50
Properties=species:S:1:pos:R:3:forces:R:3:lowdin_charge:R:1
C -2.42020 -6.20462 -5.47466 0.2 0.0 0.0 -0.112
H -2.42230 -7.21306 -5.88052 0.0 -0.1 0.0 0.069
H -3.17185 -6.13323 -4.69426 -0.1 0.0 0.0 0.072
H -2.68455 -5.50391 -6.26096 -0.1 0.0 -0.1 0.072
C -1.04475 -5.86897 -4.91199 -0.1 -0.3 -0.1 -0.260
C -0.99757 -4.49854 -4.34518 1.0 0.2 0.4 -0.598
N -1.98379 -3.68060 -4.31341 -0.7 -1.1 -0.7 -0.008
N -1.71077 -2.50507 -3.75636 0.2 1.6 0.7 0.004
C -0.48989 -2.41250 -3.34987 0.5 -1.0 -0.3 -0.583
N 0.02721 -1.30214 -2.74822 -0.1 0.3 0.1 0.112
C 1.31206 -1.22427 -2.29939 -0.3 0.4 0.1 -0.471
O 2.10639 -2.12930 -2.41504 0.4 -0.1 0.1 0.011
C 1.63851 0.12472 -1.67649 0.1 0.0 0.1 -0.097
N 0.43271 0.77688 -1.20115 0.1 0.1 -0.1 -0.191
C 0.49906 2.22674 -1.14797 0.2 0.3 0.0 -0.161
C 1.32831 2.74953 0.02807 -0.2 0.0 -0.2 -0.172
N 0.75976 2.24870 1.26421 0.2 -0.1 -0.1 -0.179
C 0.77963 0.79750 1.26999 -0.2 -0.2 -0.1 -0.157
C -0.02984 0.26773 0.08365 0.1 -0.1 0.3 -0.148
H 0.00427 -0.82339 0.06806 -0.1 0.0 0.0 0.127
H -1.06990 0.58434 0.20135 0.0 -0.1 0.1 0.129
H 0.32721 0.44729 2.19969 0.1 -0.1 -0.1 0.127
H 1.81508 0.40949 1.22855 0.0 0.0 0.1 0.125
C 1.40920 2.81021 2.44034 0.0 0.0 0.0 -0.153
C 0.67934 2.43815 3.70315 0.1 0.0 0.1 -0.193
C 1.30432 1.64532 4.65544 0.0 0.1 0.0 -0.048
C 0.65537 1.28426 5.82298 0.0 -0.1 0.1 -0.088
C -0.63946 1.71591 6.04408 0.0 0.0 0.1 -0.087
C -1.26992 2.50611 5.09913 0.0 0.0 0.0 -0.046
C -0.62863 2.87807 3.92565 0.0 0.0 0.0 -0.224
C -1.32621 3.74541 2.92419 -0.1 0.0 0.0 -0.038
H -1.23863 3.31320 1.93047 -0.1 0.1 0.0 0.067
H -0.86691 4.73404 2.89988 0.0 0.1 -0.1 0.087
H -2.37626 3.86158 3.17998 -0.1 0.1 0.0 0.077
H -2.28181 2.84277 5.27597 -0.1 0.0 0.0 0.108
H -1.15827 1.43886 6.94996 0.0 0.0 0.1 0.101
H 1.15854 0.66773 6.55296 0.0 -0.1 0.1 0.100
H 2.31625 1.30625 4.48059 0.1 0.0 0.0 0.110
H 1.40620 3.89884 2.32487 0.1 0.0 0.0 0.126
H 2.46164 2.48015 2.51140 -0.1 0.1 0.0 0.126
H 1.28976 3.84144 0.04051 0.1 0.0 0.0 0.124
H 2.38539 2.44514 -0.09158 0.0 0.0 0.0 0.126
H 0.90054 2.60217 -2.09140 0.0 0.0 0.0 0.121
H -0.52725 2.58888 -1.03741 0.1 0.1 0.0 0.124
H 2.40907 -0.03835 -0.91031 -0.1 0.0 -0.1 0.127
H 2.08758 0.73451 -2.46698 0.0 0.0 0.1 0.141
H -0.57722 -0.50442 -2.57859 0.1 -0.1 0.0 0.150
S 0.48006 -3.84100 -3.63208 -1.0 0.1 -0.3 1.127
H -0.77268 -6.58012 -4.12644 0.0 0.0 -0.1 0.110
H -0.28481 -5.94841 -5.69485 0.0 -0.1 0.1 0.110
```
Forces are in eV/Å.

---

Molecular formula: C18H25NO3
Method: DFT, the ωB97M-V functional and the def2-TZVPD basis

The calculation puts the LUMO energy at 0.308 eV. As for the SMILES: COc1cccc(C(=O)[C@@H]2CCCN(C3CCOCC3)C2)c1.

XYZ file:
```
47
Properties=species:S:1:pos:R:3:forces:R:3:lowdin_charge:R:1
C -6.27728 -0.67834 -1.60164 -0.1 0.1 -0.2 -0.083
H -5.57341 -0.65147 -2.43917 0.0 0.0 0.0 0.097
O -5.80410 -1.49509 -0.55574 0.1 -0.2 0.2 -0.080
C -4.64407 -1.15010 0.05998 0.2 0.0 0.1 -0.264
C -4.23131 -1.98391 1.10285 -0.1 0.1 -0.1 0.004
C -3.06844 -1.70897 1.79235 -0.1 -0.1 0.0 -0.068
C -2.28833 -0.61300 1.46175 0.1 0.3 -0.2 -0.041
C -2.68206 0.22149 0.41962 -0.5 -0.5 0.1 -0.140
C -3.86410 -0.05250 -0.27184 -0.1 0.0 -0.1 0.048
H -4.13729 0.62331 -1.06706 0.0 0.0 -0.1 0.112
C -1.92286 1.42214 -0.02213 0.3 0.2 0.1 -0.317
O -2.41877 2.22805 -0.78037 0.0 -0.1 0.0 0.105
C -0.49678 1.57151 0.47081 0.0 0.3 -0.4 -0.232
C 0.39051 0.52352 -0.22323 -0.1 -0.1 0.3 -0.141
N 1.73727 0.62478 0.29835 -0.1 0.0 0.0 -0.127
C 2.31215 1.90861 -0.05971 0.1 0.2 0.3 -0.192
C 1.51633 3.02250 0.61684 0.0 0.0 -0.3 -0.169
C 0.05803 2.96432 0.18000 0.0 -0.1 0.2 -0.158
H -0.53325 3.71690 0.70424 0.0 0.0 -0.1 0.122
H -0.02317 3.16524 -0.89003 -0.1 0.0 0.0 0.121
H 1.57986 2.89292 1.69864 0.1 0.0 0.1 0.116
H 1.95079 3.98970 0.35969 0.0 0.0 0.0 0.111
H 3.34752 1.94366 0.27970 0.0 0.0 -0.1 0.115
H 2.29680 2.07121 -1.15186 0.1 0.0 0.0 0.127
C 2.56431 -0.54330 0.04613 0.3 0.0 0.0 -0.328
C 3.73595 -0.62481 1.03135 -0.1 -0.4 -0.3 -0.117
H 3.36653 -0.58736 2.05572 0.0 0.0 0.1 0.122
H 4.42105 0.20864 0.87601 0.0 0.1 0.0 0.112
C 4.49751 -1.92980 0.79167 0.0 0.2 0.3 -0.213
O 4.97808 -2.02151 -0.52889 0.2 0.0 -0.1 -0.134
C 3.93475 -1.97498 -1.47308 -0.1 0.1 -0.3 -0.213
C 3.13089 -0.67712 -1.37809 0.0 -0.3 0.3 -0.115
H 2.32598 -0.69248 -2.11451 0.0 0.0 -0.1 0.119
H 3.79135 0.16405 -1.59316 0.0 0.1 -0.1 0.119
H 4.41555 -2.06612 -2.44962 -0.1 -0.1 0.1 0.125
H 3.26055 -2.83524 -1.32727 0.1 0.0 0.0 0.127
H 5.37985 -1.99011 1.43228 -0.1 -0.1 0.0 0.124
H 3.83964 -2.78694 1.00988 0.1 0.0 0.0 0.126
H 1.91937 -1.41293 0.23518 0.1 0.0 0.0 0.147
H 0.00449 -0.47953 -0.02592 0.1 0.0 -0.1 0.122
H 0.34930 0.69855 -1.31353 0.0 0.0 0.0 0.141
H -0.45553 1.39223 1.54782 0.0 -0.1 0.0 0.145
H -1.39239 -0.41543 2.02734 0.1 0.0 0.0 0.108
H -2.76536 -2.35646 2.60165 0.0 -0.1 0.1 0.106
H -4.84421 -2.83523 1.35332 -0.1 -0.1 0.0 0.119
H -6.47076 0.34195 -1.25701 0.0 0.0 0.0 0.098
H -7.21092 -1.13250 -1.92933 0.1 0.1 0.0 0.093
```
Forces are in eV/Å.

---

Molecular formula: C18H25NO5
Method: DFT, the ωB97M-V functional and the def2-TZVPD basis

The calculation puts the LUMO energy at -0.969 eV.

XYZ file:
```
49
Properties=species:S:1:pos:R:3:forces:R:3:lowdin_charge:R:1
C -7.99701 -2.41723 -0.80740 4.2 1.0 -14.3 -0.006
C -6.61926 -1.79264 -1.43680 -6.1 5.8 4.6 -0.153
C -5.88232 -0.89110 -0.38512 -6.7 -7.2 3.1 -0.239
C -4.71628 -0.36880 -0.93296 0.7 -0.8 -1.3 -0.263
C -3.98946 0.33610 -0.01885 1.7 8.7 8.4 -0.222
C -3.39743 -0.50428 1.16743 5.7 4.1 -10.2 -0.704
O -2.28827 -0.92585 1.21099 4.3 -0.7 -0.6 0.109
O -4.17454 -0.78242 1.97622 -9.5 -2.8 9.5 0.247
H -3.75950 -1.40015 2.60102 -0.1 -0.1 0.3 0.187
H -4.69677 1.07964 0.67330 0.8 -1.9 -1.6 0.197
C -3.02516 1.59471 -0.53256 -1.2 -8.8 0.1 -0.170
C -2.32251 2.39971 0.33729 6.5 -5.9 6.2 -0.067
C -0.70655 2.20304 0.00900 -4.1 18.6 -0.5 -0.305
O -0.16140 3.50053 -0.16972 -2.0 -7.0 0.3 -0.112
N -0.12818 1.15902 0.13631 4.4 -2.9 -1.0 0.155
C 1.14461 0.80412 0.19023 6.2 1.0 -3.8 -0.195
C 2.22276 1.59281 -0.27884 -8.5 6.8 0.9 0.009
C 3.45302 1.28524 -0.42135 5.2 4.2 -2.8 -0.105
C 3.95814 0.11771 -0.35017 -7.7 -8.8 5.6 -0.163
C 2.85041 -0.85960 0.22511 2.0 3.4 -3.1 0.098
C 1.53024 -0.50166 0.18918 -2.0 -2.8 4.3 -0.019
H 0.69998 -1.10911 0.73992 1.6 -0.1 -1.5 0.156
H 3.14982 -1.82151 0.33145 0.6 -2.8 0.7 0.068
C 5.20283 -0.32655 -0.30688 12.6 0.6 -8.0 -0.216
O 6.13811 0.55490 -1.06406 -4.3 -4.6 5.0 -0.111
O 5.56074 -1.66093 -0.25443 -3.8 1.2 1.3 -0.074
C 6.82615 -2.33650 -0.38996 3.1 12.8 0.3 -0.158
C 7.67517 -1.72375 0.83345 -0.9 -9.4 2.1 -0.060
H 7.08067 -2.37200 1.84375 1.8 2.5 -2.5 0.151
H 8.66622 -2.34658 0.81770 -1.4 1.8 0.1 0.087
H 7.73771 -0.70327 0.97686 -0.1 1.9 -0.2 0.020
H 6.69190 -3.24866 -0.70486 -0.6 -5.1 -0.7 0.056
H 7.30553 -1.61699 -1.23025 -0.8 -2.3 0.9 0.153
H 4.23168 1.91051 -0.82975 -0.3 1.4 0.1 0.146
H 1.87778 2.71634 -0.49455 0.9 -2.5 0.5 0.162
H -0.66856 0.60071 0.58618 -4.6 -5.9 3.3 0.064
H -2.59584 3.32140 0.24636 -0.8 5.8 0.3 0.040
H -2.32102 1.94000 1.72332 -0.4 1.6 -4.0 0.243
H -3.47381 2.05256 -1.29118 -2.3 2.0 -3.0 0.088
H -2.37670 0.87001 -0.97373 1.3 0.0 -1.2 0.111
H -4.02046 -1.18354 -1.13444 -0.4 -0.1 -2.2 0.180
H -5.17909 0.38866 -1.50082 0.6 0.5 -2.8 0.152
H -5.89591 -1.68437 0.50585 1.3 1.5 -1.4 0.159
H -6.75449 -0.34372 0.04969 1.3 1.1 -0.7 0.144
H -6.21656 -2.50339 -1.88627 4.7 -6.6 -3.0 0.013
H -6.86518 -1.18898 -2.28078 -0.7 1.0 -0.6 0.097
H -8.47135 -3.09174 -1.62817 0.5 1.4 1.2 0.128
H -8.59679 -1.79897 -0.48752 -6.2 6.6 2.9 -0.022
H -7.79258 -3.00083 -0.17442 3.3 -8.3 9.3 -0.055
```
Forces are in eV/Å.

---

Molecular formula: C18H25NO5S2
Method: DFT, the ωB97M-V functional and the def2-TZVPD basis

The calculation puts the LUMO energy at -0.528 eV.

XYZ file:
```
51
Properties=species:S:1:pos:R:3:forces:R:3:lowdin_charge:R:1
C -2.71009 2.41468 2.75805 -0.3 5.3 -5.8 0.026
H -2.69782 3.58272 3.00610 0.1 -2.6 -0.1 0.088
H -3.75309 2.32885 2.21021 2.2 -0.4 1.1 0.095
H -2.54553 1.83767 3.55108 0.3 -2.3 3.3 -0.011
C -1.34429 2.16178 1.59561 -12.1 -10.1 3.6 -0.164
N -1.54668 2.81928 0.53377 -1.4 5.2 -5.8 -0.108
C -2.30100 2.42009 -0.41611 -3.6 3.5 -11.4 -0.191
O -2.56803 3.31355 -1.64156 1.6 -4.1 6.8 -0.175
C -3.03947 1.13307 -0.69264 -2.4 -0.5 2.2 -0.041
H -3.70190 1.07003 0.25618 0.7 -0.6 -1.4 0.157
H -3.78187 0.97441 -1.56470 1.9 0.9 1.2 0.180
O -2.07876 0.09520 -0.65363 4.2 10.9 3.1 0.059
C -2.17844 -1.02049 -0.94005 -13.1 -9.1 -3.8 -0.528
O -3.58441 -1.36503 -1.21937 6.9 0.5 0.8 -0.154
C -1.21449 -1.97238 -0.88709 4.2 -1.5 2.1 -0.544
C 0.03864 -1.86015 -0.22842 0.7 3.7 -1.4 -0.064
C 0.98369 -2.87619 -0.25905 -5.0 -5.0 -1.4 -0.220
C 0.20594 -4.06738 -0.72455 -1.4 4.0 0.0 -0.264
S -1.57509 -3.54503 -1.26671 3.4 -2.6 0.6 1.141
C 0.65376 -5.44557 -0.88162 0.8 -0.2 -2.0 -0.219
H -0.04354 -6.05710 -1.43839 -1.0 -0.5 1.3 0.118
C 1.79029 -5.56921 -1.85752 1.2 10.0 -2.4 -0.177
C 3.07749 -4.88414 -1.33707 1.3 -0.1 -3.2 -0.253
C 3.12315 -3.46350 -0.96561 5.0 3.9 -7.8 -0.296
H 2.79200 -2.76457 -2.27668 0.7 -1.7 3.7 0.228
H 4.19133 -2.97066 -0.84557 -1.3 -1.9 -0.7 0.144
C 2.46039 -2.90249 0.08842 -6.9 -1.9 4.6 -0.219
H 2.40718 -1.88447 0.32415 2.3 1.6 0.9 0.102
H 2.44171 -3.71116 0.98138 0.7 2.3 -1.2 0.195
H 4.02931 -5.06539 -1.97864 -1.9 0.1 0.5 0.154
H 3.32162 -5.36331 -0.49938 1.1 -2.4 3.9 0.059
H 1.68959 -4.83929 -2.97131 -0.6 -2.1 3.1 0.201
H 2.02749 -6.42259 -2.22919 1.1 -5.9 -1.8 0.029
H 1.18384 -5.77440 -0.00338 -0.9 -0.9 1.0 0.126
H 0.42427 -0.81763 -0.00355 -0.8 -1.1 0.1 0.136
C -1.16727 4.19997 0.35573 6.8 1.4 -1.1 -0.165
C -0.30262 4.78082 1.46661 -4.3 -7.9 4.2 -0.186
H -0.23774 5.70201 1.80108 0.9 5.0 0.0 0.049
H -0.89003 4.44201 2.54230 1.5 0.5 -2.3 0.160
S 1.21242 3.79888 1.67862 3.6 1.9 2.5 0.668
O 1.43852 2.92482 2.81717 -2.7 -2.1 -0.9 -0.304
O 2.23603 4.76851 1.91000 1.0 2.6 -1.7 -0.332
C 1.33712 3.15304 -0.03139 3.4 10.5 0.1 -0.206
C 0.32897 4.02639 -0.63006 -5.4 2.6 -5.5 -0.160
H -0.21653 3.55296 -1.70647 1.9 1.5 3.0 0.180
H 0.60862 5.23444 -0.84566 -0.3 -3.7 0.6 0.185
H 1.13123 2.27185 0.11860 -1.8 -9.6 0.2 -0.012
H 2.38410 3.51364 -0.40082 -1.8 -1.4 0.9 0.171
H -1.78053 4.93107 -0.14760 -0.6 -0.7 -0.1 0.145
H -1.63387 0.88962 1.41805 1.7 3.9 0.5 0.226
H -0.62564 2.30076 2.13068 8.5 1.3 5.6 -0.033
```
Forces are in eV/Å.

---

For each record above, in turn, the calculated orbital gap values are 9.5, 8.8, 7.7, 7.9 eV.